Entry 1:
{
  "formula": "C11H18NOS",
  "method": "wB97M-V/def2-TZVPD",
  "charge": 1,
  "relative_energy_kcal_mol": 0.0,
  "homo_lumo_gap_ha": [0.111, 0.139],
  "lumo_ev": [-4.1, -8.1],
  "spin_multiplicity": 3,
  "e_homo_ev": [-7.17, -11.82],
  "elements": ["H", "C", "H", "H", "H", "H", "H", "H", "H", "H", "O", "C", "C", "C", "S", "H", "C", "H", "C", "H", "H", "C", "C", "C", "H", "N", "C", "H", "H", "H", "C", "H"],
  "xyz": [[3.94995, 0.62634, 1.72695], [-1.59489, -0.27602, -0.31964], [-0.98953, 0.89110, 1.39808], [-0.69093, -2.13386, 1.29827], [4.99006, 2.32221, -0.65156], [-2.44351, -1.07021, -2.29350], [-5.92973, 1.08032, 1.38922], [5.54278, -0.10252, -1.80866], [3.64039, 1.53375, -1.62934], [2.68952, 0.24697, 0.82070], [0.98975, 0.01480, -0.02812], [0.13229, -2.35382, 0.59222], [-1.87726, 0.64352, 0.69119], [-5.65341, 0.87767, 0.30532], [0.04506, -0.97861, -0.63862], [5.35713, -1.57935, -0.81891], [5.12317, -0.49428, -0.95182], [-4.67163, -0.20312, -1.87500], [-2.65597, -0.62397, -1.32604], [-5.97618, -0.22490, 0.29523], [3.31312, 2.13385, 0.08624], [3.77173, -0.06809, 0.94946], [-4.19795, 0.61236, 0.06328], [3.99492, 1.65581, -0.64478], [-0.12158, -3.35596, 0.16558], [4.37302, 0.30778, -0.27857], [-3.16650, 0.89661, 0.99538], [1.10510, -2.33222, 0.93403], [-3.33874, 1.41657, 1.86674], [-5.93996, 1.57971, -0.46792], [-3.85969, -0.00262, -1.18817], [4.08945, -1.03981, 1.34279]],
  "nbo_charge": [0.191, -0.231, 0.264, 0.260, 0.202, 0.251, 0.252, 0.172, 0.201, 0.207, -0.721, -0.749, -0.157, -0.671, 1.372, 0.198, -0.358, 0.245, -0.159, 0.258, 0.211, -0.429, 0.166, -0.411, 0.267, -0.379, -0.219, 0.266, 0.241, 0.265, -0.224, 0.216]
}

=====

Entry 2:
{
  "formula": "C6H7NO4S",
  "method": "wB97M-V/def2-TZVPD",
  "smiles": "O=[N+]([O-])[C@H]1C=CSC12OCCO2",
  "relative_energy_kcal_mol": 79.7,
  "homo_lumo_gap_ha": 0.333,
  "lumo_ev": 0.4,
  "e_homo_ev": -8.68,
  "elements": ["C", "H", "C", "C", "O", "H", "H", "O", "H", "C", "H", "C", "O", "O", "C", "H", "N", "S", "H"],
  "xyz": [[-1.92169, -0.82756, 1.76465], [-0.38174, -0.67298, 3.34640], [-0.63840, -0.71125, 2.25652], [0.32897, -0.46800, 1.21488], [-0.48306, 1.04362, -0.79859], [1.87768, -0.11143, -1.62058], [0.47071, 1.97518, -2.29171], [2.16014, 0.86390, 0.81529], [1.12304, -1.33390, 1.09003], [-0.03494, 1.02550, -2.10290], [-2.66162, -1.03226, 2.41064], [0.87958, -0.24332, -2.14280], [0.60024, 1.53216, 2.15555], [0.18782, -1.05174, -1.22639], [-0.48717, -0.28831, -0.34384], [0.93385, -0.78268, -3.04564], [1.12540, 0.75005, 1.39203], [-2.17369, -0.84225, 0.04852], [-0.90513, 1.17528, -2.92206]],
  "nbo_charge": [-0.315, 0.247, -0.262, -0.188, -0.519, 0.203, 0.207, -0.378, 0.245, -0.108, 0.220, -0.104, -0.376, -0.523, 0.451, 0.206, 0.536, 0.280, 0.178]
}